Model A:
C4H9N | ωB97M-V/def2-TZVPD

Output
Spin multiplicity = 1
LUMO = 0.04101 Ha
E_HOMO = -8.843 eV
SMILES = C[C@H]1CN1C
Frontier orbital gap = 10.0 eV

CARTESIAN COORDINATES (ANGSTROEM)
C (1.3444, 0.6291, 0.8179)
C (0.3904, -0.5188, 0.6333)
C (-1.1656, -0.4564, 0.6171)
N (-0.4661, -0.6323, -0.5955)
C (-0.3249, 0.5678, -1.4471)
H (1.9299, 0.6988, 1.8334)
H (0.9608, 1.7819, 0.8928)
H (2.0518, 0.5345, -0.0391)
H (0.8779, -1.4796, 0.9463)
H (-1.7609, -1.2089, 1.1559)
H (-1.5247, 0.4917, 0.8188)
H (-1.0018, 0.3179, -2.3092)
H (-0.4430, 1.5132, -0.9402)
H (0.7064, 0.4466, -1.9172)

---

Model B:
C4H9N | ωB97M-V/def2-TZVPD

Output
Spin multiplicity = 1
LUMO = 0.04253 Ha
E_HOMO = -9.015 eV
SMILES = C=CCNC
Frontier orbital gap = 10.2 eV

CARTESIAN COORDINATES (ANGSTROEM)
C (-2.3839, -0.2570, 0.2367)
C (-1.3400, -0.9747, -0.1572)
C (-0.0128, -0.3596, -0.4874)
N (0.6269, 0.4338, 0.5812)
C (1.9953, 0.8979, 0.2256)
H (-3.4041, -0.6076, 0.2894)
H (-2.2805, 0.8052, 0.0186)
H (-1.2561, -2.0645, -0.2105)
H (0.7290, -1.0142, -0.9626)
H (-0.2689, 0.3508, -1.2947)
H (0.7721, -0.2339, 1.3394)
H (2.4226, 1.3030, 1.1366)
H (2.6217, 0.0864, -0.1691)
H (1.7788, 1.6343, -0.5460)

---

Tell me which of them is the most stable. Sure, it is model B.

---

Model A:
C4H9N | ωB97M-V/def2-TZVPD

Output
Spin multiplicity = 1
LUMO = 0.04029 Ha
E_HOMO = -9.358 eV
SMILES = CC1(C)CN1
Frontier orbital gap = 10.5 eV

CARTESIAN COORDINATES (ANGSTROEM)
C (0.5152, 1.4736, 0.0923)
C (-0.0103, 0.0208, 0.0379)
C (1.0211, -1.1138, 0.0269)
C (-1.3244, -0.1733, -0.5901)
N (-1.2468, -0.0901, 0.8666)
H (-0.4120, 2.1134, 0.2225)
H (1.3016, 1.5849, 0.8821)
H (0.9557, 1.7971, -0.9188)
H (1.6956, -0.9957, 0.9005)
H (0.5901, -2.0901, 0.1078)
H (1.6148, -1.1049, -0.9024)
H (-1.8113, 0.6719, -0.9993)
H (-1.5340, -1.1305, -1.0348)
H (-1.3554, -0.9632, 1.3090)

---

Model B:
C4H9N | ωB97M-V/def2-TZVPD

Output
Spin multiplicity = 1
LUMO = 0.04358 Ha
E_HOMO = -8.909 eV
SMILES = C[C@H]1CN1C
Frontier orbital gap = 10.1 eV

CARTESIAN COORDINATES (ANGSTROEM)
C (-1.4112, 0.3630, -0.5955)
C (-0.5125, 0.5849, 0.5989)
C (0.0795, -0.6059, 1.2625)
N (0.9252, 0.3449, 0.5540)
C (1.5338, -0.0965, -0.6933)
H (-2.4165, 0.0653, -0.2785)
H (-1.5116, 1.2553, -1.2191)
H (-1.0029, -0.4375, -1.2138)
H (-0.7612, 1.4438, 1.2221)
H (-0.1173, -1.5557, 0.7564)
H (0.1957, -0.6851, 2.3463)
H (2.5730, -0.3797, -0.5019)
H (1.0360, -0.9486, -1.1787)
H (1.5394, 0.7314, -1.4093)

---

Model C:
C4H9N | ωB97M-V/def2-TZVPD

Output
Spin multiplicity = 1
LUMO = 0.04531 Ha
E_HOMO = -9.095 eV
SMILES = C/C=C/CN
Frontier orbital gap = 10.3 eV

CARTESIAN COORDINATES (ANGSTROEM)
C (-2.2826, 0.2055, -0.0337)
C (-0.8260, 0.4020, -0.3130)
C (0.1144, 0.3540, 0.6206)
C (1.5880, 0.2379, 0.3260)
N (1.8717, -1.0869, -0.2681)
H (-2.4817, -0.1915, 0.9611)
H (-2.8621, 1.0956, -0.2643)
H (-2.6760, -0.5619, -0.7004)
H (-0.5007, 0.4226, -1.3524)
H (-0.1921, 0.2400, 1.6576)
H (1.8677, 1.0351, -0.3750)
H (2.1608, 0.2742, 1.2550)
H (1.3517, -1.2231, -1.1272)
H (2.8671, -1.2036, -0.3861)

---

Model D:
C4H9N | ωB97M-V/def2-TZVPD

Output
Spin multiplicity = 1
LUMO = 0.03517 Ha
E_HOMO = -9.206 eV
SMILES = C=CCCN
Frontier orbital gap = 10.2 eV

CARTESIAN COORDINATES (ANGSTROEM)
C (1.1375, 0.0545, -2.3393)
C (0.7661, 0.1993, -1.0093)
C (0.1866, -0.6972, -0.0154)
C (-1.0364, -0.0295, 0.8004)
N (-0.6250, 0.8082, 1.9298)
H (0.7333, -0.7771, -2.8874)
H (1.5648, 0.8902, -2.8548)
H (1.3054, 0.8340, -0.2201)
H (0.2896, -1.6989, -0.7342)
H (1.1690, -0.6940, 0.7691)
H (-1.7986, -0.9230, 1.2598)
H (-1.8327, 0.7349, 0.2338)
H (-1.5908, 1.0149, 2.2274)
H (-0.2686, 0.2836, 2.8403)

---

Tell me which of them is the most stable. Sure, it is model C.

---

Model A:
H12NO4 | ωB97M-V/def2-TZVPD

Output
Spin multiplicity = 1
LUMO = -0.11069 Ha
E_HOMO = -15.131 eV
Frontier orbital gap = 12.1 eV
Net charge = +1

CARTESIAN COORDINATES (ANGSTROEM)
N (0.3019, -0.7225, 0.0797)
H (0.6263, -0.3560, 0.9734)
H (0.5313, 0.0146, -0.6026)
H (-0.6952, -0.9340, 0.1275)
H (0.7994, -1.5801, -0.1460)
H (-1.2654, 2.4194, 0.2310)
H (-0.6136, 3.2622, -0.7850)
O (-0.5368, 2.3760, -0.4044)
H (-3.7093, -0.9345, -1.5084)
H (-3.4475, -2.1715, -0.6530)
O (-3.0752, -1.3158, -0.8927)
H (2.4272, 1.3202, -2.1945)
H (0.9339, 1.5222, -1.6501)
O (1.7479, 1.0092, -1.5899)
H (2.6934, -1.1724, 2.6904)
H (1.5495, -1.6186, 3.5653)
O (1.7322, -1.1183, 2.7594)

---

Model B:
H12NO4 | ωB97M-V/def2-TZVPD

Output
Spin multiplicity = 1
LUMO = -0.11018 Ha
E_HOMO = -14.934 eV
Frontier orbital gap = 11.9 eV
Net charge = +1

CARTESIAN COORDINATES (ANGSTROEM)
N (-0.5948, 0.2033, 0.5375)
H (0.1725, -0.2651, 0.0331)
H (-0.9753, 0.9426, -0.0826)
H (-0.2464, 0.6447, 1.3932)
H (-1.3096, -0.4882, 0.7558)
H (-2.5607, 2.8314, -1.1028)
H (-3.3405, 1.5339, -1.0777)
O (-2.4575, 1.8917, -0.9051)
H (2.8404, -1.0050, -0.1981)
H (1.5064, -1.6808, -0.2312)
O (1.9028, -0.7953, -0.2639)
H (1.6853, 1.5392, 2.6235)
H (0.6792, 2.7611, 2.4276)
O (0.7636, 1.8154, 2.5686)
H (-0.0518, -3.2650, -2.5734)
H (1.3698, -3.6277, -1.9785)
O (0.6165, -3.0363, -1.9262)

---

Tell me which of them is the most stable. Sure, it is model B.

---

Model A:
H12NO4 | ωB97M-V/def2-TZVPD

Output
Spin multiplicity = 1
LUMO = -0.11199 Ha
E_HOMO = -15.467 eV
Frontier orbital gap = 12.4 eV
Net charge = +1

CARTESIAN COORDINATES (ANGSTROEM)
N (0.3901, -0.5476, -0.1859)
H (-0.0925, 0.3197, 0.0209)
H (0.7038, -0.3641, -1.1460)
H (1.1322, -0.6633, 0.5480)
H (-0.2382, -1.3258, -0.0280)
H (-2.1511, 0.4149, 0.7942)
H (-2.2731, -0.2204, 2.2230)
O (-1.7107, -0.1602, 1.4268)
H (2.4133, -0.7695, 2.2724)
H (1.1839, -0.2076, 2.9173)
O (1.7111, -0.1234, 2.1157)
H (2.3227, 1.2369, -2.6143)
H (1.9565, 1.9704, -1.3554)
O (1.6251, 1.2865, -1.9591)
H (-2.4154, -0.0936, -2.2482)
H (-2.1189, -1.3541, -1.5298)
O (-2.0151, -0.4023, -1.4298)

---

Model B:
H12NO4 | ωB97M-V/def2-TZVPD

Output
Spin multiplicity = 1
LUMO = -0.10727 Ha
E_HOMO = -15.241 eV
Frontier orbital gap = 12.3 eV
Net charge = +1

CARTESIAN COORDINATES (ANGSTROEM)
N (-0.1193, 0.3251, -0.3665)
H (0.2193, 1.2783, -0.2161)
H (-0.1269, 0.2835, -1.3887)
H (-1.0533, 0.1327, 0.0359)
H (0.4615, -0.4015, 0.0530)
H (-2.8124, -1.2271, 0.7885)
H (-3.6568, -0.4642, -0.0655)
O (-2.7142, -0.5290, 0.1230)
H (2.4672, 2.1767, 1.2818)
H (2.1124, 2.9661, 0.0328)
O (1.8719, 2.1673, 0.5214)
H (1.4806, -1.9613, -3.0457)
H (0.9106, -0.8960, -3.8779)
O (1.0707, -1.0949, -2.9349)
H (-0.2329, -1.3405, 3.4927)
H (0.3875, -0.1324, 2.8664)
O (-0.1426, -0.8947, 2.6549)

---

Tell me which of them is the most stable. Sure, it is model B.

---

Model A:
C26H31F2N7 | ωB97M-V/def2-TZVPD

Output
Spin multiplicity = 1
LUMO = -0.00594 Ha
E_HOMO = -8.978 eV
SMILES = Fc1ccccc1.Fc1ccccc1.CC#N.CC#N.CC#N.CC#N.CC#N.CC#N.CC#N
Frontier orbital gap = 8.8 eV

CARTESIAN COORDINATES (ANGSTROEM)
F (1.6408, -0.0832, -1.1322)
C (0.7848, -0.4000, -0.1442)
C (0.9445, 0.2068, 1.0768)
C (0.2041, -0.2244, 2.1577)
C (-0.8361, -1.1059, 1.9582)
C (-1.1208, -1.5997, 0.6729)
C (-0.2280, -1.3309, -0.3480)
H (1.7853, 0.8615, 1.2499)
H (0.4778, 0.1118, 3.1469)
H (-1.4965, -1.4559, 2.7424)
H (-2.0177, -2.1980, 0.6192)
H (-0.2957, -1.7146, -1.3610)
F (2.3257, 6.3287, -5.7424)
C (2.3108, 5.2130, -5.0009)
C (2.6620, 4.0006, -5.5619)
C (2.5485, 2.8664, -4.7392)
C (1.9700, 2.9343, -3.4869)
C (1.6508, 4.1519, -2.9385)
C (1.8503, 5.2928, -3.6895)
H (2.9832, 3.8537, -6.5816)
H (2.8130, 1.9364, -5.2258)
H (1.8588, 2.0084, -2.9361)
H (1.2066, 4.2990, -1.9620)
H (1.5210, 6.2493, -3.3007)
C (3.7040, 2.6567, 0.0971)
C (4.0997, 1.9928, -1.1352)
N (4.4404, 1.4525, -2.0820)
H (2.6177, 2.7022, 0.1979)
H (4.0272, 3.6914, 0.1778)
H (4.0449, 2.0688, 0.9503)
C (-1.6452, -5.5462, 1.7411)
C (-2.6491, -6.2738, 0.9561)
N (-3.4499, -6.8041, 0.3326)
H (-2.1177, -5.1726, 2.6487)
H (-1.2862, -4.7182, 1.1345)
H (-0.8375, -6.2170, 2.0236)
C (-3.9744, -2.5798, -2.0049)
C (-2.9188, -3.5017, -1.6213)
N (-2.0852, -4.2370, -1.3388)
H (-3.5861, -1.5648, -1.8812)
H (-4.8884, -2.6793, -1.4314)
H (-4.1325, -2.6925, -3.0783)
C (-6.2414, 0.0289, 2.5888)
C (-5.2397, -0.8338, 1.9986)
N (-4.4444, -1.5095, 1.5215)
H (-5.9093, 0.3185, 3.5855)
H (-7.2175, -0.4477, 2.6271)
H (-6.3343, 0.9400, 1.9966)
C (1.2330, -0.0477, 6.1113)
C (0.5181, 0.8727, 6.9996)
N (-0.0988, 1.5493, 7.6824)
H (1.2099, -1.0667, 6.4926)
H (2.2645, 0.2783, 5.9986)
H (0.7427, -0.0747, 5.1427)
C (4.0091, -2.6740, -1.3225)
C (3.8943, -3.5603, -2.4856)
N (3.8297, -4.2403, -3.4064)
H (3.0819, -2.1074, -1.2452)
H (4.8539, -2.0005, -1.4325)
H (4.1009, -3.2559, -0.4072)
C (-1.9061, 2.1747, 0.4188)
C (-0.9099, 3.2414, 0.3541)
N (-0.1342, 4.0865, 0.3451)
H (-2.7599, 2.3799, -0.2161)
H (-2.0057, 1.9070, 1.4705)
H (-1.4431, 1.2621, 0.0219)

---

Model B:
C26H31F2N7 | ωB97M-V/def2-TZVPD

Output
Spin multiplicity = 1
LUMO = 0.00036 Ha
E_HOMO = -9.525 eV
SMILES = Fc1ccccc1.Fc1ccccc1.CC#N.CC#N.CC#N.CC#N.CC#N.CC#N.CC#N
Frontier orbital gap = 9.5 eV

CARTESIAN COORDINATES (ANGSTROEM)
F (-2.8430, 1.5390, 7.1065)
C (-1.9966, 1.4250, 6.0605)
C (-1.1705, 0.3421, 5.9822)
C (-0.2619, 0.2813, 4.9202)
C (-0.1706, 1.3322, 4.0147)
C (-1.0764, 2.3852, 4.0775)
C (-2.0064, 2.4177, 5.1006)
H (-1.1486, -0.4595, 6.7072)
H (0.4909, -0.4967, 4.9190)
H (0.5079, 1.2765, 3.1700)
H (-1.0992, 3.1022, 3.2703)
H (-2.7564, 3.1971, 5.1508)
F (6.6736, 2.1422, 1.9476)
C (5.4809, 1.8647, 1.3884)
C (4.6756, 2.9247, 1.0066)
C (3.4758, 2.6637, 0.3764)
C (3.0527, 1.3548, 0.1966)
C (3.8763, 0.3126, 0.5894)
C (5.1088, 0.5548, 1.1883)
H (5.0969, 3.9169, 1.1146)
H (2.9330, 3.4745, -0.0970)
H (2.0866, 1.1099, -0.2206)
H (3.5315, -0.7076, 0.4684)
H (5.7196, -0.2689, 1.5326)
C (-3.5389, 0.3554, -4.8305)
C (-2.2876, 0.1283, -4.1248)
N (-1.2942, -0.0174, -3.5755)
H (-3.3632, 0.4650, -5.8981)
H (-3.9359, 1.2994, -4.4540)
H (-4.2579, -0.4328, -4.6361)
C (-0.5643, -0.3446, -0.3939)
C (0.1559, -1.5896, -0.5288)
N (0.7326, -2.5730, -0.6603)
H (-1.6402, -0.4557, -0.4786)
H (-0.2120, 0.3401, -1.1625)
H (-0.3128, 0.0989, 0.5687)
C (-4.6387, -1.3658, 0.2417)
C (-4.4359, -0.4248, -0.8643)
N (-4.2866, 0.3018, -1.7398)
H (-3.8451, -1.3113, 0.9820)
H (-4.6598, -2.3825, -0.1512)
H (-5.6025, -1.1454, 0.6974)
C (2.0999, 0.5491, -3.1674)
C (2.9459, 0.0001, -4.2170)
N (3.6210, -0.4033, -5.0538)
H (2.5627, 1.4366, -2.7419)
H (1.8538, -0.1909, -2.4121)
H (1.1684, 0.8706, -3.6389)
C (0.6748, -5.8907, -1.2140)
C (2.0271, -6.2378, -1.6091)
N (3.1004, -6.5155, -1.9080)
H (0.3874, -4.9557, -1.6813)
H (0.6363, -5.8001, -0.1305)
H (0.0079, -6.6999, -1.5096)
C (0.4517, 5.1562, 1.0733)
C (0.1050, 3.7475, 0.8767)
N (-0.1318, 2.6345, 0.7187)
H (1.5312, 5.2769, 1.0099)
H (0.1236, 5.4881, 2.0559)
H (-0.0310, 5.7477, 0.2979)
C (-2.2890, -3.0266, -2.4493)
C (-2.0474, -4.3548, -2.9800)
N (-1.8946, -5.4158, -3.3804)
H (-1.4199, -2.3775, -2.5191)
H (-2.5556, -3.0949, -1.3935)
H (-3.1215, -2.5745, -2.9885)

---

Tell me which of them is the most stable. Sure, it is model B.

---

Model A:
H2N2O5S | ωB97M-V/def2-TZVPD

Output
Spin multiplicity = 1
LUMO = 0.01499 Ha
E_HOMO = -10.969 eV
SMILES = O=S(=O)(O)O/N=N/O
Frontier orbital gap = 11.4 eV

CARTESIAN COORDINATES (ANGSTROEM)
O (-1.8035, -2.1645, -1.6954)
S (-0.9896, -2.6200, -0.5801)
O (-1.2233, -3.8970, -0.0822)
O (0.5662, -2.2626, -0.8831)
O (-1.1943, -1.5250, 0.6134)
N (-0.4035, -0.4653, 0.3180)
N (-0.6943, 0.5001, 1.0743)
O (0.0223, 1.6338, 0.8732)
H (1.0886, -3.0078, -0.6031)
H (-0.1084, 2.1998, 1.6424)

---

Model B:
H2N2O5S | ωB97M-V/def2-TZVPD

Output
Spin multiplicity = 1
LUMO (spin up / spin down) = -0.07012 / -0.07207 Ha
E_HOMO (spin up / spin down) = -9.346 / -9.983 eV
Frontier orbital gap (spin up / spin down) = 7.4 / 8.0 eV

CARTESIAN COORDINATES (ANGSTROEM)
N (1.5678, 0.3770, 0.0812)
N (-1.8933, 0.8736, -0.1718)
O (-1.7696, 1.0625, -1.3081)
O (-2.4523, 1.4409, 0.7588)
O (-0.3625, -1.4662, -0.5556)
O (-0.4285, -0.8944, 1.8845)
O (2.0822, -0.6558, -0.6465)
S (-0.4388, -0.5252, 0.4959)
H (2.1485, 0.3408, 0.9533)
H (1.5465, -0.5532, -1.4916)

---

Tell me which of them is the most stable. Sure, it is model A.